Record 1
# C33H37FN5O8PS

A cluster of 5 separate species, C33H37FN5O8PS in total (ωB97M-V/def2-TZVPD, the OMol25 dataset).

Cartesian coordinates (Å):
1 C -0.3305 0.0911 3.3119
2 C 0.2272 -0.5454 2.0220
3 F -0.2099 -1.8622 1.8849
4 C -0.1763 0.2732 0.8064
5 C 0.8097 0.9029 0.0717
6 C 2.2869 0.8363 0.3846
7 O 3.0342 0.0503 -0.1214
8 O 2.7227 1.7480 1.2328
9 C 1.7195 2.7650 1.5536
10 O 1.0622 2.5656 2.5707
11 O 1.6327 3.6975 0.7571
12 C 0.4502 1.6626 -1.0414
13 C -0.8714 1.7894 -1.3671
14 P -1.2013 2.8192 -2.8668
15 O -0.9901 4.2499 -2.5962
16 N -1.8369 1.1920 -0.6137
17 C -3.2374 1.4379 -1.0055
18 C -1.5253 0.4209 0.4465
19 C -2.5987 -0.2402 1.2632
20 C -3.5431 -1.1876 0.4696
21 C -5.0118 -0.9696 0.8968
22 S -6.1090 -0.8735 -0.4979
23 O -5.7820 -1.8234 -1.5010
24 O -6.1733 0.5025 -0.8976
25 O -7.5427 -1.2480 0.1033
26 H -0.8685 0.9913 3.0315
27 H 0.4369 0.4059 4.0056
28 H -1.0365 -0.6069 3.7524
29 H 1.3097 -0.5886 2.1089
30 H 1.1949 2.1518 -1.6526
31 H -2.5081 2.5847 -3.3283
32 H -0.2981 2.2820 -3.8065
33 H -3.4852 0.7707 -1.8272
34 H -3.4033 2.4800 -1.2478
35 H -3.9192 1.1879 -0.2067
36 H -3.1541 0.5574 1.7663
37 H -2.1765 -0.8269 2.0587
38 H -3.2706 -2.2045 0.7325
39 H -3.4105 -1.0943 -0.6037
40 H -5.1543 -0.0600 1.4785
41 H -5.3034 -1.7874 1.5531
42 H -7.7315 -0.5449 0.7450
43 N 6.9884 4.2617 -1.3013
44 C 5.9903 4.9783 -1.8150
45 C 4.6495 4.7053 -1.5900
46 C 4.3193 3.6241 -0.7872
47 C 5.3463 2.8660 -0.2447
48 C 6.6547 3.2274 -0.5309
49 H 6.2894 5.8139 -2.4393
50 H 3.8815 5.3254 -2.0327
51 H 3.2858 3.3869 -0.5882
52 H 5.1381 2.0147 0.3868
53 H 7.4872 2.6628 -0.1237
54 N -3.9072 0.6750 4.4282
55 C -4.3937 1.5205 5.3356
56 C -4.4822 1.2258 6.6877
57 C -4.0458 -0.0154 7.1219
58 C -3.5378 -0.9089 6.1923
59 C -3.4908 -0.5119 4.8673
60 H -4.7256 2.4788 4.9528
61 H -4.8830 1.9517 7.3809
62 H -4.0995 -0.2824 8.1692
63 H -3.1855 -1.8875 6.4873
64 H -3.1003 -1.1758 4.1035
65 N 1.0685 -0.8081 -4.8009
66 C 1.4590 -0.3178 -3.6248
67 C 2.7489 -0.4160 -3.1267
68 C 3.6913 -1.0727 -3.9029
69 C 3.3088 -1.5938 -5.1278
70 C 1.9907 -1.4328 -5.5302
71 H 0.6831 0.1789 -3.0547
72 H 3.0090 0.0026 -2.1640
73 H 4.7109 -1.1786 -3.5549
74 H 4.0143 -2.1155 -5.7590
75 H 1.6492 -1.8225 -6.4825
76 N 2.8932 -5.1461 -3.5217
77 C 2.5040 -4.1919 -2.6778
78 C 2.4587 -4.3519 -1.3008
79 C 2.8352 -5.5742 -0.7697
80 C 3.2409 -6.5802 -1.6318
81 C 3.2528 -6.3143 -2.9927
82 H 2.2154 -3.2539 -3.1370
83 H 2.1371 -3.5383 -0.6643
84 H 2.8136 -5.7407 0.2999
85 H 3.5426 -7.5494 -1.2591
86 H 3.5667 -7.0718 -3.7028

Calculated values
2S+1 ... 1
Kohn-Sham gap ... 7.1 eV
Total charge ... 0

Record 2
# C4H6BrNOS

An isolated molecule of C4H6BrNOS (ωB97M-V/def2-TZVPD, the OMol25 dataset).

Cartesian coordinates (Å):
1 C 0.5909 -0.2663 0.7488
2 C -0.4392 1.6134 -1.0169
3 C -1.7451 -0.4114 -1.0771
4 C 1.7202 -1.0048 1.2849
5 N 0.3605 0.9285 1.1584
6 O -0.3386 1.8159 0.2964
7 S -0.2297 -1.2269 -0.5207
8 Br -3.1856 -0.3351 0.3500
9 H 0.3989 1.0397 -1.6424
10 H -0.8272 2.4256 -1.6156
11 H -1.9806 -0.6491 -2.1227
12 H 1.1265 -1.6213 2.0063
13 H 2.6016 -0.5655 1.6960
14 H 1.9473 -1.7427 0.4546

Calculated values
2S+1 ... 1
Kohn-Sham gap (spin up / spin down) ... 8.2 / 8.2 eV
Relative energy (zero: lowest compared OMol25 entry of this formula, charge and spin) ... 104.38 kcal/mol
Total charge ... 0

Record 3
# C28H23MoNO5S

A structure of composition C28H23MoNO5S (ωB97M-V/def2-TZVPD, the OMol25 dataset).

Cartesian coordinates (Å):
1 Mo 0.1078 0.3086 -0.2543
2 O 3.4564 1.2856 1.9569
3 C 2.2067 0.9153 1.5659
4 O 1.9116 0.8985 0.3089
5 C 1.2152 0.4712 2.4405
6 C 1.2202 0.2997 3.8438
7 C 0.0918 -0.1801 4.4567
8 C -1.0452 -0.4962 3.6844
9 C -0.9877 -0.3290 2.3190
10 N 0.1089 0.1406 1.6942
11 C -2.0801 -0.5740 1.3282
12 O -3.2564 -0.6948 1.6560
13 O -1.6470 -0.5723 0.1051
14 H 3.9512 1.5010 1.1540
15 H 2.1132 0.5511 4.3923
16 H 0.0659 -0.3170 5.5281
17 H -1.9471 -0.8714 4.1367
18 O -1.2300 2.0120 0.3180
19 S -2.5013 2.0487 1.1060
20 C -2.6436 3.8911 1.4257
21 C -1.2441 4.3819 1.2981
22 C -0.8587 5.1411 0.2014
23 C 0.4788 5.4185 -0.0228
24 C 1.4441 4.9172 0.8334
25 C 1.0682 4.1629 1.9347
26 C -0.2682 3.9055 2.1705
27 C -3.7961 1.8349 -0.1954
28 C -3.5863 2.8037 -1.2962
29 C -2.4919 2.6799 -2.1475
30 C -2.2443 3.6515 -3.1035
31 C -3.1024 4.7316 -3.2455
32 C -4.2098 4.8450 -2.4239
33 C -4.4412 3.8945 -1.4446
34 H -3.0578 3.9809 2.4278
35 H -3.3068 4.3427 0.6940
36 H -1.6057 5.5015 -0.4914
37 H 0.7655 6.0018 -0.8860
38 H 2.4888 5.1150 0.6419
39 H 1.8187 3.7574 2.5988
40 H -0.5628 3.2991 3.0176
41 H -4.7515 1.9470 0.3101
42 H -3.6615 0.7973 -0.5093
43 H -1.8265 1.8156 -2.0629
44 H -1.3770 3.5674 -3.7402
45 H -2.9152 5.4791 -4.0042
46 H -4.8881 5.6798 -2.5354
47 H -5.3029 3.9849 -0.7982
48 C 0.7599 -0.3670 -1.9022
49 C 1.5873 -1.1264 -2.7138
50 C 1.6355 -2.5354 -2.5748
51 C 2.5857 -3.2711 -3.2454
52 C 3.4819 -2.6490 -4.1066
53 C 3.4154 -1.2746 -4.2990
54 C 2.4872 -0.5197 -3.6198
55 H 0.9388 -3.0082 -1.8959
56 H 2.6454 -4.3412 -3.1010
57 H 4.2239 -3.2357 -4.6270
58 H 4.1051 -0.7993 -4.9804
59 H 2.4320 0.5523 -3.7535

Calculated values
2S+1 ... 1
Kohn-Sham gap (spin up / spin down) ... 5.6 / 5.6 eV
Relative energy (zero: lowest compared OMol25 entry of this formula, charge and spin) ... 24.35 kcal/mol
Total charge ... 0

Record 4
# C13H26NO3P2Ti

A structure of composition C13H26NO3P2Ti (ωB97M-V/def2-TZVPD, the OMol25 dataset).

Cartesian coordinates (Å):
1 Ti 0.1017 -0.1733 0.5209
2 P -2.2536 0.1152 0.1433
3 C -2.2114 0.9708 -1.4606
4 C -0.8281 1.2710 -1.9905
5 N 0.2746 0.9217 -1.2856
6 C 1.5153 1.2085 -1.7433
7 C 1.6645 1.9321 -2.9084
8 C 0.5737 2.3043 -3.6535
9 C -0.6810 1.9627 -3.1859
10 C 2.7206 0.7725 -0.9514
11 P 2.4339 -0.6559 0.1723
12 H -1.5877 2.2192 -3.7192
13 H 2.6614 2.1721 -3.2135
14 H 0.6797 2.8461 -4.5877
15 H 3.5237 0.4812 -1.6457
16 H 3.1015 1.6139 -0.3441
17 H -2.7254 0.3565 -2.1698
18 H -2.7789 1.8966 -1.3771
19 H -1.1654 -4.2293 -2.9907
20 O -1.9413 -4.4047 -3.4960
21 H -1.9972 -3.6580 -4.1195
22 H -0.1676 -1.1450 3.5133
23 O -0.2483 -1.6793 2.6610
24 H -0.3940 -2.6066 2.9052
25 C 3.1329 -2.0483 -0.7483
26 H 4.1483 -1.8122 -1.0936
27 H 3.1639 -2.9196 -0.0819
28 H 2.4965 -2.2856 -1.6095
29 C 3.6001 -0.3809 1.5259
30 H 3.4867 -1.2045 2.2398
31 H 4.6293 -0.3572 1.1486
32 H 3.3649 0.5611 2.0330
33 C -3.0141 1.3732 1.2105
34 H -4.0999 1.3786 1.0541
35 H -2.7902 1.1306 2.2566
36 H -2.5970 2.3593 0.9751
37 C -3.4985 -1.1783 0.0045
38 H -3.5756 -1.6699 0.9814
39 H -4.4708 -0.7503 -0.2683
40 H -3.1912 -1.9214 -0.7416
41 C -0.2557 0.9653 4.7659
42 C -0.0145 0.2466 3.5347
43 O 0.1588 0.7267 2.4254
44 H 0.3793 0.4752 5.5531
45 H -1.3045 0.7706 5.1197
46 H -0.0194 2.0488 4.6413

Calculated values
2S+1 ... 2
Kohn-Sham gap (spin up / spin down) ... 5.9 / 5.8 eV
⟨S²⟩ ... 0.77
Relative energy (zero: lowest compared OMol25 entry of this formula, charge and spin) ... 94.20 kcal/mol
Total charge ... +2